(1)
Below is C5H9NOS as an isolated structure at a distorted geometry, with properties calculated with ωB97M-V/def2-TZVPD.

## Properties
* HOMO level: -8.132 eV
* energy above the lowest of the compared OMol25 structures with the same formula, charge and spin: 440.8 kJ/mol
* HOMO-LUMO gap: 0.3209 hartree
* E: -19699.735 eV

```
! RIJCOSX wB97M-V def2-TZVPD def2/J DEFGRID3
* xyz 0 1
H 0.161 1.894 -1.562
C -1.012 0.070 -1.778
H -2.088 -0.034 -1.948
H -0.661 -0.167 -2.797
C 0.811 -1.307 1.993
O 1.467 -0.101 1.634
H -1.422 2.200 -0.985
H 0.491 -1.213 -0.871
H -0.309 -1.120 1.512
C -0.613 1.416 -1.116
H 0.894 -1.146 3.149
S 1.485 2.361 0.999
H -1.256 -1.215 -0.040
H 1.440 -2.442 1.533
C -0.381 -0.672 -0.640
C 1.036 0.837 0.889
N -0.040 0.638 0.030
*
```

=====

(2)
Below is a 2-piece molecular cluster, C5H9NOSe overall at a distorted geometry, with properties calculated with ωB97M-V/def2-TZVPD.

## Properties
* HOMO level (spin up / spin down): -7.818 / -7.812 eV
* energy above the lowest of the compared OMol25 structures with the same formula, charge and spin: 287.0 kJ/mol
* HOMO-LUMO gap (spin up / spin down): 0.2256 / 0.2253 hartree
* E: -74210.894 eV

```
! RIJCOSX wB97M-V def2-TZVPD def2/J DEFGRID3
* xyz 0 1
C -1.670 -1.085 -0.287
N 0.949 -0.497 2.004
H 4.074 -0.161 -0.564
C -0.591 1.031 0.620
H -1.099 -1.523 -1.158
H 2.680 -0.505 0.539
H -2.695 0.621 0.268
H -1.522 -1.598 0.731
H -1.775 0.787 -1.171
Se 1.658 0.721 -1.370
C -1.737 0.464 -0.158
H -2.610 -1.573 -0.630
O -0.522 2.324 0.918
C 0.251 0.180 1.376
C 2.921 -0.459 -0.482
H 3.013 -1.394 -1.027
H -1.324 2.668 0.391
*
```

=====

(3)
Below is C5H9NS in the gas phase at a distorted geometry, with properties calculated with ωB97M-V/def2-TZVPD.

## Properties
* HOMO level: -8.330 eV
* energy above the lowest of the compared OMol25 structures with the same formula, charge and spin: 327.4 kJ/mol
* SMILES: CC1=NS[C@@H](C)C1
* HOMO-LUMO gap: 0.3204 hartree
* E: -17652.801 eV

```
! RIJCOSX wB97M-V def2-TZVPD def2/J DEFGRID3
* xyz 0 1
H 2.221 -0.539 1.164
C 2.400 0.067 0.035
H 3.302 0.746 0.008
H 0.297 -1.263 -0.854
C -1.170 0.206 0.374
H -2.530 -1.519 -0.413
H 2.752 -0.723 -0.731
H 0.501 -0.826 1.144
H -2.331 -0.181 -1.390
C 1.207 0.640 -0.257
H -1.296 0.176 1.417
H -3.188 0.033 0.160
N 0.916 1.903 -0.353
S -0.860 2.040 0.050
C 0.129 -0.388 -0.043
C -2.349 -0.372 -0.308
*
```

=====

(4)
Below is C5H9NS in the gas phase at a distorted geometry, with properties calculated with ωB97M-V/def2-TZVPD.

## Properties
* HOMO level: -8.487 eV
* energy above the lowest of the compared OMol25 structures with the same formula, charge and spin: 118.2 kJ/mol
* SMILES: C1NC[C@H]2C[C@@H]1S2
* HOMO-LUMO gap: 0.3449 hartree
* E: -17654.969 eV

```
! RIJCOSX wB97M-V def2-TZVPD def2/J DEFGRID3
* xyz 0 1
N 1.307 0.019 -0.462
C 0.578 -1.243 -0.518
S -1.785 0.017 -0.947
H 1.268 -1.910 0.043
H -1.576 -0.158 1.968
C -0.798 1.092 0.159
H 2.058 0.042 -1.260
C -0.689 -0.061 1.236
C 0.554 1.249 -0.421
H 0.260 -0.079 1.786
H -1.224 2.020 0.515
H 1.142 1.966 0.248
H 0.435 -1.600 -1.556
C -0.783 -1.090 0.156
H 0.493 1.730 -1.423
H -1.241 -1.992 0.475
*
```

=====

(5)
Below is C5H9NS2 in the gas phase at a distorted geometry, with properties calculated with ωB97M-V/def2-TZVPD.

## Properties
* HOMO level: -8.556 eV
* energy above the lowest of the compared OMol25 structures with the same formula, charge and spin: 202.4 kJ/mol
* SMILES: C=NSCC[C@H]1CS1
* HOMO-LUMO gap: 0.3465 hartree
* E: -28489.538 eV

```
! RIJCOSX wB97M-V def2-TZVPD def2/J DEFGRID3
* xyz 0 1
S -1.695 0.543 -0.638
H 1.305 0.826 -1.324
H -1.286 2.230 0.938
C -0.642 1.828 0.139
C 1.488 0.482 -0.278
S 1.714 -1.308 -0.121
C -2.544 -1.664 0.277
C 0.614 1.217 0.764
H 3.695 0.236 -0.838
H 3.243 0.420 1.010
H -3.093 -1.818 -0.669
H -2.609 -2.488 0.975
H -0.433 2.636 -0.547
N -1.971 -0.576 0.616
H 0.274 0.487 1.571
H 1.149 2.013 1.296
C 2.959 0.092 0.001
*
```

=====

(6)
Below is C5H9NS2 in the gas phase at a distorted geometry, with properties calculated with ωB97M-V/def2-TZVPD.

## Properties
* HOMO level: -8.176 eV
* energy above the lowest of the compared OMol25 structures with the same formula, charge and spin: 110.6 kJ/mol
* SMILES: CC(=S)N1CC(S)C1
* HOMO-LUMO gap: 0.3195 hartree
* E: -28490.490 eV

```
! RIJCOSX wB97M-V def2-TZVPD def2/J DEFGRID3
* xyz 0 1
C -0.728 1.229 0.290
H 1.595 2.000 -1.147
H -0.230 -1.485 1.339
H 1.993 2.294 0.575
S 2.632 -1.077 -0.124
N 0.367 0.243 0.261
H -0.514 -1.612 -0.378
C -0.478 -0.943 0.411
C 1.655 0.261 -0.056
S -3.045 -0.314 -0.478
C -1.680 0.029 0.638
H -2.019 0.103 1.639
H -3.877 0.649 -0.038
H -1.007 1.573 -0.736
C 2.147 1.651 -0.287
H 3.242 1.611 -0.513
H -0.642 2.052 1.081
*
```

=====

(7)
Below is C5H9NiO4 as an isolated structure at a distorted geometry, with properties calculated with ωB97M-V/def2-TZVPD.

## Properties
* HOMO level (spin up / spin down): -8.697 / -8.850 eV
* expectation value of S²: 3.764
* HOMO-LUMO gap (spin up / spin down): 0.3351 / 0.2817 hartree
* E: -54560.114 eV

```
! RIJCOSX wB97M-V def2-TZVPD def2/J DEFGRID3
* xyz 0 4
C 2.873 -0.136 -0.499
O -1.214 -0.763 0.780
O 1.860 1.772 0.438
C -0.155 -1.673 0.417
H 3.893 1.651 0.280
H -0.383 -2.138 -0.560
H -0.149 -2.444 1.205
O 1.008 -0.954 0.422
H 3.685 -0.817 -0.232
C -2.455 1.107 -0.008
H -3.134 1.424 -0.825
H -1.693 -0.518 -1.223
H 2.312 -0.262 -1.438
H -3.035 1.198 0.933
C -2.150 -0.373 -0.229
Ni 0.171 0.846 0.643
C 2.921 1.208 0.019
H -3.057 -0.995 -0.160
O -1.296 1.865 0.037
*
```

=====

(8)
Below is an isolated ion of composition C5H9O and charge +1 at a distorted geometry, with properties calculated with ωB97M-V/def2-TZVPD.

## Properties
* HOMO level: -15.224 eV
* energy above the lowest of the compared OMol25 structures with the same formula, charge and spin: 103.5 kJ/mol
* HOMO-LUMO gap: 0.3524 hartree
* E: -7368.768 eV

```
! RIJCOSX wB97M-V def2-TZVPD def2/J DEFGRID3
* xyz 1 1
H 1.418 0.283 1.514
H 0.447 -0.340 -1.334
C -1.826 -1.511 -0.290
H -0.602 2.764 0.614
H 2.454 -0.381 0.258
C 1.429 -0.324 0.613
H 1.102 -1.327 0.868
H -2.220 1.956 0.925
O -1.952 -0.372 0.115
C 0.554 0.322 -0.471
H -2.693 -2.176 -0.222
C -0.739 0.763 0.051
C -1.211 1.878 0.556
H -0.911 -1.922 -0.728
H 1.050 1.228 -0.830
*
```

=====

(9)
Below is a 3-piece molecular cluster, C5H9O2S overall at a distorted geometry, with properties calculated with ωB97M-V/def2-TZVPD.

## Properties
* HOMO level: -4.184 eV
* energy above the lowest of the compared OMol25 structures with the same formula, charge and spin: 499.5 kJ/mol
* HOMO-LUMO gap: 0.1282 hartree
* E: -20257.599 eV

```
! RIJCOSX wB97M-V def2-TZVPD def2/J DEFGRID3
* xyz -1 1
H -2.361 1.058 -1.037
C -0.976 0.367 0.816
C 1.274 0.962 -0.021
C -1.959 1.089 -2.061
C 0.342 0.093 0.494
C 2.135 -2.391 1.781
H -1.371 0.196 -2.247
O 1.716 -2.779 0.676
H -1.586 -0.451 1.174
H 1.909 -1.317 2.047
O 2.779 -2.969 2.672
S -3.362 1.338 -3.210
H 0.621 -0.973 0.450
H -1.359 1.377 0.838
H 2.165 0.520 -0.448
H -1.220 1.877 -2.199
H 1.253 2.002 0.276
*
```

=====

(10)
Below is an isolated ion of composition C5H9O6S and charge -1 at a distorted geometry, with properties calculated with ωB97M-V/def2-TZVPD.

## Properties
* HOMO level: -4.918 eV
* energy above the lowest of the compared OMol25 structures with the same formula, charge and spin: 27.5 kJ/mol
* SMILES: C[C@H](C(O)(O)C(=O)[O-])S(C)(=O)=O
* HOMO-LUMO gap: 0.2848 hartree
* E: -28451.150 eV

```
! RIJCOSX wB97M-V def2-TZVPD def2/J DEFGRID3
* xyz -1 1
H -1.085 -1.935 -0.412
C -2.137 0.983 0.068
H 0.460 -1.467 -0.918
O 1.324 0.944 -1.430
H -1.190 -0.936 -1.703
O -3.813 -0.276 -0.923
O 0.356 2.457 0.223
H 2.844 1.321 1.085
O -3.384 -0.800 1.187
H -1.116 2.372 0.901
H 2.634 -0.255 0.114
O -1.967 1.920 1.094
S 0.776 1.144 -0.134
H 1.831 -0.061 1.603
H -0.377 -0.430 1.176
C -3.292 -0.144 0.176
O -2.084 1.545 -1.240
C -0.607 -1.141 -0.818
H -2.761 0.882 -1.579
C 2.221 0.394 0.765
C -0.607 -0.019 0.172
*
```

=====

(11)
Below is C5H9O7 in the gas phase at a distorted geometry, with properties calculated with ωB97M-V/def2-TZVPD.

## Properties
* HOMO level (spin up / spin down): -9.700 / -9.747 eV
* energy above the lowest of the compared OMol25 structures with the same formula, charge and spin: 215.5 kJ/mol
* expectation value of S²: 0.755
* HOMO-LUMO gap (spin up / spin down): 0.3719 / 0.2565 hartree
* E: -19652.290 eV

```
! RIJCOSX wB97M-V def2-TZVPD def2/J DEFGRID3
* xyz 0 2
H 1.202 -0.255 -0.816
C -0.839 -0.727 -1.328
H 0.710 2.283 -2.686
C 1.264 0.939 1.632
O 1.085 1.790 2.472
H 0.977 -2.308 -0.008
H 2.255 0.562 1.307
O 0.214 -1.226 1.467
O 0.182 1.507 -2.468
O 1.377 -1.800 0.778
O 0.203 1.587 -1.008
C 0.086 0.100 0.969
O 0.362 -2.645 -1.473
C 0.218 0.187 -0.615
H -1.821 -0.318 -1.038
H -1.377 1.668 1.067
C -1.252 0.646 1.450
O -0.883 -2.109 -0.956
H -0.638 -0.579 -2.408
H -1.247 0.693 2.546
H -2.079 0.008 1.116
*
```

=====

(12)
Below is a 2-piece molecular cluster, C5H9OPS overall at a distorted geometry, with properties calculated with ωB97M-V/def2-TZVPD.

## Properties
* HOMO level: -8.142 eV
* energy above the lowest of the compared OMol25 structures with the same formula, charge and spin: 197.1 kJ/mol
* SMILES: SP1C=CCC1.C=O
* HOMO-LUMO gap: 0.3194 hartree
* E: -27500.420 eV

```
! RIJCOSX wB97M-V def2-TZVPD def2/J DEFGRID3
* xyz 0 1
P -0.813 -0.167 0.508
H 0.433 1.643 3.509
C 1.118 1.655 1.441
H -1.405 -2.738 -4.368
H -0.240 -2.436 -0.772
H -1.138 -0.924 -4.323
C 0.317 1.233 0.146
O -0.661 -1.889 -2.630
C -1.020 -1.899 -3.765
H -1.112 -0.566 3.008
S 0.420 -1.835 0.352
C -0.489 0.020 2.271
H 2.050 0.974 1.561
C 0.250 1.110 2.537
H 1.482 2.640 1.292
H 1.026 1.004 -0.637
H -0.217 2.176 -0.130
*
```

=====

(13)
Below is C5H9P in the gas phase at a distorted geometry, with properties calculated with ωB97M-V/def2-TZVPD.

## Properties
* HOMO level: -9.123 eV
* energy above the lowest of the compared OMol25 structures with the same formula, charge and spin: 124.6 kJ/mol
* SMILES: C=C1CP1CC
* HOMO-LUMO gap: 0.3739 hartree
* E: -14617.028 eV

```
! RIJCOSX wB97M-V def2-TZVPD def2/J DEFGRID3
* xyz 0 1
H -3.298 0.734 0.591
P 0.278 1.164 0.239
C 1.627 0.008 -0.007
H -0.902 -1.099 0.658
C -1.084 -0.012 0.699
H -2.235 0.759 -0.943
H -1.118 0.026 1.737
C -2.461 0.206 0.060
H 0.611 -0.396 -1.823
H 3.483 -0.978 0.093
H 2.805 -0.638 1.609
H 1.514 1.088 -1.998
H -2.976 -0.758 -0.199
C 1.079 0.435 -1.293
C 2.675 -0.538 0.576
*
```

=====

(14)
Below is C5H9P in the gas phase at a distorted geometry, with properties calculated with ωB97M-V/def2-TZVPD.

## Properties
* HOMO level (spin up / spin down): -7.773 / -7.723 eV
* energy above the lowest of the compared OMol25 structures with the same formula, charge and spin: 446.1 kJ/mol
* HOMO-LUMO gap (spin up / spin down): 0.2654 / 0.3037 hartree
* E: -14613.696 eV

```
! RIJCOSX wB97M-V def2-TZVPD def2/J DEFGRID3
* xyz 0 1
H -0.954 -0.966 1.239
H -0.656 0.710 -1.468
C 1.830 -0.950 0.396
H 1.726 2.381 -0.204
C -0.210 -0.220 -1.009
H 1.281 -1.522 1.100
H 2.721 -0.637 0.911
H 0.037 -1.056 -1.599
C 1.424 1.395 -0.284
H -3.293 1.126 -0.236
H 2.125 -1.659 -0.388
C -2.443 0.883 0.303
H -2.854 0.967 1.306
P -1.719 -0.633 0.075
C 0.985 0.180 -0.143
*
```